# 1
DFT (wB97M-V/def2-TZVPD) results for C13H11AuI2N2O5Se as an isolated structure.

- spin multiplicity = 3
- E_LUMO (spin up / spin down) (eV) = -0.09 / -3.39
- energy above the lowest of the compared OMol25 structures with the same formula, charge and spin (kJ/mol) = 80.06
- ⟨S²⟩ = 2.038

Cartesian coordinates (Å):
1 Au -1.017131 -0.433190 -0.787711
2 I -1.136128 3.679347 5.512190
3 C -1.523015 2.764600 3.672131
4 C -2.755832 2.168116 3.443429
5 C -2.995847 1.581607 2.220172
6 I -4.788660 0.610755 1.812490
7 C -2.016971 1.589373 1.176320
8 O -2.295811 1.099738 0.024842
9 C -0.740777 2.170288 1.474235
10 C 0.323489 2.166090 0.410671
11 N 0.712225 0.798541 0.031683
12 C 1.831740 0.750711 -0.918958
13 C 1.897014 -0.551544 -1.683956
14 C 3.098962 -1.147080 -2.018383
15 C 3.081586 -2.300775 -2.791438
16 C 1.869177 -2.831792 -3.191396
17 C 0.704639 -2.192279 -2.798517
18 N 0.733209 -1.072182 -2.081450
19 C -0.522259 2.755025 2.697416
20 H -3.515411 2.149028 4.211999
21 H 1.192833 2.730525 0.763803
22 H -0.066755 2.653892 -0.486475
23 H 0.933894 0.252381 0.861875
24 H 2.786220 0.934312 -0.419047
25 H 1.676465 1.553445 -1.645184
26 H 4.030200 -0.722606 -1.666556
27 H 4.010037 -2.785580 -3.062683
28 H 1.814092 -3.740658 -3.772362
29 H -0.275248 -2.586226 -3.031697
30 H 0.434963 3.214383 2.910034
31 O -2.616657 -3.813475 0.781804
32 Se -1.518824 -3.161620 -0.150547
33 O -2.202857 -2.094975 -1.293740
34 O -0.591587 -2.004531 0.691151
35 O -0.550973 -4.183644 -0.896146

Atomic forces in eV per Å
0.3561 0.3730 -0.0721
-0.0680 -0.1343 -0.2437
0.0729 0.1356 0.2729
-0.0422 -0.0310 0.0125
-0.2486 -0.2411 -0.3466
0.1807 0.1420 0.1418
-0.1559 0.0452 0.2524
-0.0532 0.2843 0.2386
-0.0373 -0.0805 -0.1989
-0.0546 0.1133 0.1009
-0.1032 -0.0543 -0.0574
0.0012 -0.0056 -0.0800
0.0829 -0.1296 -0.0802
-0.0092 0.0722 0.0920
-0.0421 -0.0278 -0.0175
0.0540 0.0065 0.0064
0.0701 -0.0366 0.0039
0.0990 -0.0204 -0.1551
0.1248 -0.0017 -0.0022
0.0168 0.0235 0.0046
-0.0194 0.0282 -0.0220
0.0774 -0.0256 -0.0279
-0.0057 -0.0142 -0.0117
0.0010 0.0396 -0.0128
-0.0166 0.0358 0.0478
0.0026 0.0040 -0.0292
-0.0035 -0.0043 0.0048
-0.0110 -0.0003 0.0110
0.0099 0.0029 -0.0049
-0.0019 -0.0089 -0.0022
-0.6640 -0.1398 0.5258
0.0376 -0.2107 0.0610
-0.1444 0.0941 -0.0600
-0.0397 0.0595 0.1143
0.5335 -0.2932 -0.4665

natural (NBO) population analysis, charges in e, atoms 1 to 5: number 1, Au, carries 1.361; number 2, I, carries 0.197; number 3, C, carries -0.115; number 4, C, carries -0.276; number 5, C, carries -0.182


# 2
DFT (wB97M-V/def2-TZVPD) results for a 2-piece molecular cluster, C13H11Cl2N3O3S overall.

- spin multiplicity = 1
- E_LUMO (eV) = -0.66
- SMILES = O=C1NC(=O)c2c(CCSc3nnco3)cccc21.ClCCl

Cartesian coordinates (Å):
1 O -3.829340 2.064690 -1.266845
2 C -2.744200 1.566174 -1.177103
3 N -1.763609 1.561832 -2.231574
4 C -0.661785 0.747841 -1.806005
5 O 0.258612 0.456783 -2.521558
6 C -0.935436 0.297977 -0.418276
7 C -0.159216 -0.493260 0.429306
8 C 1.166276 -1.036287 -0.049636
9 C 2.105465 -1.622999 1.013303
10 S 3.742697 -0.818725 1.036561
11 C 3.576992 0.140684 2.477059
12 N 2.978354 1.267542 2.649643
13 N 3.150502 1.612040 3.985889
14 C 3.851371 0.664780 4.498516
15 O 4.160503 -0.306099 3.628469
16 C -0.710980 -0.731144 1.686890
17 C -1.956564 -0.217143 2.070242
18 C -2.715045 0.556913 1.208084
19 C -2.173014 0.798564 -0.041132
20 H -1.511444 2.524683 -2.433719
21 H 1.674512 -0.249527 -0.604644
22 H 0.946170 -1.806526 -0.793828
23 H 1.697146 -1.578295 2.016468
24 H 2.317127 -2.668451 0.796028
25 H 4.193084 0.581903 5.516393
26 H -0.184476 -1.338860 2.408450
27 H -2.336386 -0.433453 3.060443
28 H -3.682324 0.954519 1.481155
29 Cl -2.531976 -2.132181 -5.339736
30 C -2.138561 -0.410327 -5.213904
31 Cl -1.114178 0.138855 -6.544453
32 H -3.062241 0.154438 -5.235542
33 H -1.608034 -0.246943 -4.284945

Atomic forces in eV per Å
0.1368 0.2268 0.0924
-0.0061 -0.1931 -0.2507
-0.0800 0.1643 1.1611
-0.0468 0.0679 -0.3080
0.0813 0.1737 0.0904
-0.1990 -0.0392 0.1142
-0.0603 0.0608 0.0763
-0.1144 -0.0694 0.0445
-0.0327 -0.0674 -0.3040
0.0526 -0.0024 0.0660
0.0334 0.1113 0.0723
-0.0279 -0.0208 -0.0714
0.0415 -0.1193 -0.0302
-0.1394 0.2373 0.1716
0.0839 -0.0983 -0.0504
-0.2444 0.0876 0.0141
0.1672 -0.0651 -0.0588
0.0165 -0.0259 -0.1876
0.0900 -0.1948 0.0634
0.0229 -0.1892 -0.8142
0.0172 -0.0094 0.0145
0.0190 0.0216 -0.0322
0.0870 0.0083 0.0618
-0.0452 -0.0178 0.0536
0.0305 -0.0387 -0.0315
0.0275 -0.0018 0.0102
0.0624 -0.0238 0.0069
-0.0048 -0.0053 0.0218
-0.0132 -0.0031 0.0161
-0.0013 0.0304 0.0561
-0.0020 0.0147 -0.0016
-0.0159 -0.0176 -0.0337
0.0636 -0.0023 -0.0328

natural (NBO) population analysis, charges in e, atoms 1 to 5: number 1, O, carries -0.512; number 2, C, carries 0.672; number 3, N, carries -0.687; number 4, C, carries 0.663; number 5, O, carries -0.528


# 3
DFT (wB97M-V/def2-TZVPD) results for C13H11F6N5O6PdS2 as an isolated structure.

- spin multiplicity = 5
- net charge = +2
- E_LUMO (spin up / spin down) (eV) = -6.39 / -10.28
- energy above the lowest of the compared OMol25 structures with the same formula, charge and spin (kJ/mol) = 0.00
- ⟨S²⟩ = 6.015

Cartesian coordinates (Å):
1 Pd 0.324130 0.000461 0.314242
2 N 1.243799 4.129252 2.410963
3 N 0.416005 4.123008 1.404485
4 C 0.072013 2.881778 0.704826
5 O -0.674255 2.993972 -0.228611
6 O 0.665770 1.882748 1.229419
7 H 1.440861 4.990313 2.903940
8 H 1.609953 3.225837 2.692260
9 H 0.012890 4.996954 1.081628
10 C -4.012669 -0.136849 0.952192
11 C -4.486910 0.061367 -0.333430
12 C -3.588928 0.241961 -1.375672
13 C -2.231097 0.226595 -1.112383
14 N -1.791022 0.034081 0.144660
15 C -2.645480 -0.144648 1.151795
16 C -1.192126 0.399872 -2.159808
17 C -1.479043 0.620894 -3.495106
18 C -0.437852 0.758264 -4.402513
19 C 0.872455 0.669588 -3.963112
20 C 1.100392 0.447783 -2.618419
21 N 0.090256 0.321236 -1.758883
22 H -4.680130 -0.288892 1.787715
23 H -5.550346 0.071787 -0.530435
24 H -3.955091 0.389373 -2.380090
25 H -2.217054 -0.307745 2.132397
26 H -2.501053 0.687638 -3.835082
27 H -0.653792 0.931185 -5.448132
28 H 1.707462 0.766295 -4.641465
29 H 2.098645 0.363336 -2.209980
30 F 1.986936 -4.520209 2.058905
31 C 1.265021 -4.495443 0.959273
32 F 0.336888 -5.418877 0.981791
33 F 2.000254 -4.588345 -0.117154
34 S 0.319189 -2.849713 0.936571
35 O -0.778267 -2.987054 1.819336
36 O 0.133788 -2.379894 -0.424262
37 N 1.292689 -1.608725 1.566298
38 S 2.885563 -1.361833 1.084356
39 O 2.750196 -0.246221 0.166041
40 O 3.596260 -2.532168 0.733657
41 C 3.555264 -0.702432 2.692138
42 F 3.439334 -1.635573 3.607905
43 F 2.849255 0.370305 3.030257
44 F 4.809848 -0.381260 2.487491

Atomic forces in eV per Å
0.1912 -0.1089 0.0168
-0.0158 0.0052 0.0214
-0.0386 -0.0059 -0.0022
0.1137 -0.0444 -0.0300
-0.0520 0.0008 0.0065
-0.0395 0.0307 -0.0361
0.0101 0.0050 -0.0105
0.0062 -0.0041 -0.0048
0.0031 0.0032 0.0045
-0.0106 -0.0002 -0.0134
-0.0001 -0.0059 0.0117
-0.0023 0.0096 -0.0125
0.0131 -0.0051 0.0044
-0.0304 0.0479 -0.0260
0.0175 -0.0118 0.0123
0.0171 -0.0193 -0.0062
0.0103 0.0031 0.0135
0.0116 -0.0019 0.0078
-0.0183 -0.0032 -0.0118
0.0020 -0.0067 0.0292
-0.0604 0.0641 0.0044
-0.0011 0.0016 0.0001
0.0000 -0.0015 0.0026
0.0026 0.0020 -0.0020
0.0031 0.0031 0.0006
-0.0030 0.0018 0.0004
-0.0016 -0.0006 0.0004
0.0005 0.0026 0.0006
0.0001 0.0028 -0.0023
0.0168 0.0214 -0.0201
-0.0491 0.0738 -0.0449
0.0016 0.0050 -0.0062
0.0179 -0.0342 -0.0003
0.0857 0.0009 -0.0796
-0.0315 0.0376 0.0766
-0.0022 -0.0429 0.0706
0.0154 -0.0437 -0.0593
-0.0486 0.0042 -0.0325
-0.0811 -0.0426 0.0935
-0.0340 0.0458 0.0349
-0.0434 -0.0067 -0.0210
-0.0055 -0.0064 0.0060
-0.0030 0.0109 0.0104
0.0324 0.0131 -0.0078

natural (NBO) population analysis, charges in e, atoms 1 to 5: number 1, Pd, carries 1.344; number 2, N, carries -0.374; number 3, N, carries -0.273; number 4, C, carries 0.859; number 5, O, carries -0.578


# 4
DFT (wB97M-V/def2-TZVPD) results for C13H12AuN4O5 as an isolated structure.

- spin multiplicity = 1
- net charge = +1
- E_LUMO (eV) = -4.94
- energy above the lowest of the compared OMol25 structures with the same formula, charge and spin (kJ/mol) = 134.39

Cartesian coordinates (Å):
1 Au -1.141728 0.470336 -0.743555
2 O 4.578858 1.112033 1.532808
3 C 3.361630 0.971829 0.989308
4 C 3.183910 0.658207 -0.369103
5 C 1.879851 0.542444 -0.811156
6 N 0.903919 0.733385 0.038818
7 C 1.015696 1.004850 1.316877
8 C 2.272816 1.143012 1.865008
9 C -0.356094 1.074225 1.996884
10 O -0.465449 1.288368 3.170324
11 O -1.465486 0.882554 1.237890
12 C 1.356055 0.162989 -2.198914
13 O 2.100657 -0.050955 -3.112787
14 O 0.014283 0.093120 -2.389231
15 H 5.274276 0.977593 0.877944
16 H 4.020263 0.503658 -1.038910
17 H 2.432537 1.363924 2.910682
18 C -2.039512 -4.270658 1.771561
19 N -1.642429 -3.342057 0.714658
20 C -1.118049 -3.679775 -0.509828
21 C -0.880712 -2.520412 -1.174581
22 N -1.273019 -1.490674 -0.350856
23 C -1.722195 -2.012544 0.782822
24 H -1.989622 -5.280422 1.376062
25 H -3.059497 -4.059601 2.081765
26 H -1.364918 -4.181474 2.619549
27 H -0.964617 -4.703382 -0.801158
28 H -0.486631 -2.339869 -2.158671
29 H -2.098970 -1.448135 1.619605
30 C -1.791299 4.869953 -2.009619
31 C -1.582347 3.492498 -1.609621
32 N -1.420097 2.407998 -1.297153
33 H -1.992137 5.473019 -1.125611
34 H -2.641426 4.916953 -2.688540
35 H -0.898518 5.237010 -2.513272

Atomic forces in eV per Å
0.3051 0.0015 0.1222
0.0058 0.0033 0.0073
0.0191 0.0069 0.0099
-0.0438 -0.0273 -0.0463
-0.1944 -0.0851 0.0881
0.1882 0.0818 0.0155
-0.1348 -0.0758 -0.1207
-0.0581 -0.0097 -0.0032
0.0012 0.2162 0.2474
0.0659 -0.0733 -0.0732
0.0121 -0.0979 -0.2932
0.1417 0.2120 -0.3362
0.0154 -0.0638 0.1442
-0.1707 -0.0166 0.2777
0.0091 0.0002 -0.0014
0.0171 0.0043 0.0143
0.0244 -0.0015 0.0010
0.0073 -0.0014 -0.0095
-0.0371 -0.0016 0.0314
0.0543 -0.0092 -0.0321
-0.0748 -0.0016 0.0024
-0.0410 -0.3234 0.0867
-0.0190 0.0291 -0.0684
-0.0048 0.0001 0.0040
0.0038 -0.0012 0.0098
-0.0034 -0.0075 0.0023
0.0074 -0.0032 0.0056
0.0025 -0.0134 -0.0022
0.0012 -0.0124 0.0106
-0.0115 0.0059 -0.0098
0.0379 -0.0246 0.0156
-0.1249 0.2610 -0.0958
-0.0006 0.0056 -0.0039
0.0031 0.0161 0.0005
-0.0038 0.0062 -0.0004

natural (NBO) population analysis, charges in e, atoms 1 to 5: number 1, Au, carries 1.575; number 2, O, carries -0.626; number 3, C, carries 0.361; number 4, C, carries -0.270; number 5, C, carries 0.117


Computed values of total energy (unit: eV) for the preceding records, in sequence: -112110.7587, -60151.8641, -74830.0970, -33557.8384.